Formula: C18H20N6ORhS3
Source: OMol25
Level of theory: ωB97M-V with the def2-TZVPD basis set

Cartesian coordinates (Å):
Rh 1.62708 0.33054 0.45525
S 2.44300 2.36126 0.75417
C 3.85485 1.71349 1.51555
S 3.59200 -0.02686 1.36394
C 4.87571 2.36716 2.12904
C 4.82066 3.78660 2.21307
N 4.70580 4.92465 2.31693
C 5.94865 1.65156 2.72346
N 6.80092 1.03785 3.18688
C 1.15199 1.11363 4.29029
N 0.40070 2.11512 3.55063
C 0.26142 3.42801 3.93281
C -0.51923 4.04208 3.01118
N -0.84265 3.08819 2.08270
C -0.27214 1.91639 2.40907
S -0.45000 0.44680 1.51267
H 1.96865 1.61516 4.80354
H 1.55183 0.38233 3.58980
H 0.49928 0.62337 5.01064
H 0.73798 3.80920 4.81642
H -0.86642 5.05513 2.94132
H -1.40624 3.21240 1.25696
C -1.83762 -4.91163 -3.11188
C -2.88269 -3.81744 -2.97853
N -2.32533 -2.56339 -2.46398
C -2.65796 -2.18071 -1.10123
C -1.97398 -3.03680 -0.04587
C -1.61969 -1.80957 -3.33433
O -1.47632 -2.08660 -4.51116
C -0.95024 -0.55552 -2.82603
C -1.22719 0.67401 -3.41745
C -0.52052 1.79134 -3.00828
C 0.43931 1.65456 -2.02218
N 0.73123 0.47496 -1.46792
C 0.04675 -0.60495 -1.86772
H -2.30334 -5.83160 -3.46152
H -1.35726 -5.12100 -2.15709
H -1.07597 -4.62558 -3.83369
H -3.67615 -4.11345 -2.29141
H -3.34070 -3.60907 -3.94739
H -3.74435 -2.26114 -0.99316
H -2.41877 -1.12640 -0.96084
H -2.29512 -4.07575 -0.10748
H -2.21921 -2.67570 0.95230
H -0.88960 -3.02678 -0.16130
H -1.97737 0.73730 -4.19336
H -0.69746 2.76056 -3.45024
H 1.03192 2.49639 -1.68546
H 0.33379 -1.55010 -1.41910

Summary:
Kohn-Sham gap (spin up / spin down)   6.59 / 6.59 eV
Electronic energy   -65486.3076 eV
E_HOMO (spin up / spin down)   -11.86 / -11.86 eV
Max |F|   1.224 eV Å⁻¹
Charge   +1
Relative energy (zero: lowest compared OMol25 entry of this formula, charge and spin)   0.0 kcal/mol